# C21H23AsCoN2O2

A molecular structure, C21H23AsCoN2O2 (wB97M-V/def2-TZVPD, the Open Molecules 2025 dataset).

For the HOMO energy (spin up / spin down), the calculation gives -6.9 / -6.9 eV. The molar mass is 469.28 g mol⁻¹. The calculation puts the total energy at -127689.863 eV. As for the frontier orbital gap (spin up / spin down): 7.18 / 6.42 eV. The LUMO energy (spin up / spin down) is 0.241 / -0.523 eV.

```
! wB97M-V def2-TZVPD RIJCOSX def2/J DEFGRID3
* xyz 0 4
Co -0.0361 -1.1315 -0.3311
O 2.5280 1.4240 0.4619
C 1.5761 0.7023 0.3632
O 1.3702 -0.4652 0.8917
C -0.9272 1.2188 0.1318
C -1.7684 2.3773 -0.3464
C -3.0727 2.2251 -0.5729
C -3.7166 0.9258 -0.5428
C -2.9256 -0.1454 -0.3644
N -1.5868 -0.0695 -0.1009
H -1.3030 3.3555 -0.3406
H -3.6666 3.1036 -0.7983
H -4.7702 0.8073 -0.7435
H -3.3233 -1.1516 -0.4549
C 1.6790 2.0169 -4.4847
C 2.4109 1.1589 -3.6730
C 1.9806 0.8717 -2.3921
C 0.8159 1.4437 -1.8678
C 0.0891 2.3035 -2.6816
C 0.5216 2.5768 -3.9766
N 0.4408 1.0200 -0.5486
C -0.6847 1.4837 1.6252
C 0.0794 2.5736 2.0377
C 0.2217 2.8630 3.3849
C -0.4127 2.0768 4.3395
C -1.1922 1.0057 3.9315
C -1.3321 0.7135 2.5799
H 2.0078 2.2405 -5.4908
H 3.3244 0.7070 -4.0383
H 2.5794 0.2130 -1.7731
H -0.8264 2.7493 -2.3388
H -0.0704 3.2451 -4.5892
H 0.5925 3.1833 1.3031
H 0.8358 3.7002 3.6911
H -0.3018 2.3021 5.3926
H -1.6984 0.3928 4.6672
H -1.9444 -0.1193 2.2631
C -0.1047 -5.0074 -0.6620
As 0.6632 -3.3871 0.0563
C 0.3969 -3.5955 1.9635
C 2.5544 -3.7292 -0.1135
H 0.3168 -5.8631 -0.1364
H 0.1190 -5.0840 -1.7241
H -1.1843 -4.9911 -0.5276
H 0.8705 -4.5124 2.3118
H -0.6700 -3.6259 2.1772
H 0.8347 -2.7313 2.4610
H 2.7848 -4.6592 0.4037
H 3.0968 -2.9014 0.3393
H 2.8282 -3.8106 -1.1633
*
```

Atom charges from the Mulliken analysis, given in e for atoms 1 to 5: atom 1 (Co): -0.24, atom 2 (O): -0.61, atom 3 (C): 0.74, atom 4 (O): -0.70, atom 5 (C): 3.02